# 1
The following is a DFT calculation (ωB97M-V with the def2-TZVPD basis set) of a 3-piece molecular cluster, C3H13N3O overall.

```
20
Properties=species:S:1:pos:R:3
C -1.25565 0.10875 0.06106
C -2.20643 0.27046 1.23032
N -1.67472 -0.79856 -0.97623
O -0.83561 1.31172 -0.44037
H 0.07936 1.15566 -0.85032
H -0.23318 -0.37181 0.49248
H -1.85430 -0.31310 -1.84735
H -2.47036 -1.37545 -0.73704
H -1.73617 0.86566 2.01277
H -2.48317 -0.70202 1.64184
H -3.11635 0.77924 0.90070
C 1.27972 -0.66464 0.83734
N 1.48032 0.38453 -1.25802
N 2.81038 0.66018 -1.13689
H 1.37769 -0.51373 -1.72271
H 3.38248 -0.05305 -0.67170
H 2.95426 1.56239 -0.70032
H 0.83079 -1.18584 1.68212
H 1.74641 0.26296 1.14097
H 1.92451 -1.38333 0.34133
```

Calculated values
Molar mass in g mol⁻¹: 107.2
E_HOMO (alpha / beta) in hartree: -0.302 / -0.268
E_LUMO (alpha / beta) in eV: 0.113 / 0.308
E_tot in eV: -9834.7778
HOMO-LUMO gap (alpha / beta) in eV: 8.3 / 7.6


# 2
The following is a DFT calculation (ωB97M-V with the def2-TZVPD basis set) of a 3-piece molecular cluster, C3H13N4 overall.

```
20
Properties=species:S:1:pos:R:3
C -2.21869 1.60088 2.69798
C -2.38237 1.53050 1.20002
C 0.64056 -0.37872 -0.80938
N 1.57751 -1.22931 -0.67350
N 3.13215 -2.28489 -2.71758
N -0.79260 -0.33203 0.99179
N -1.80286 0.33945 0.70359
H -1.22618 1.72992 3.06805
H -2.63812 2.41196 3.18509
H -2.63116 0.53791 2.94686
H -1.99431 2.51204 0.77713
H -3.35324 1.55566 0.77641
H 0.58428 0.21312 -1.65348
H 2.20358 -1.54110 -1.42202
H 1.53237 -1.74160 0.12907
H 3.50783 -3.17553 -2.91428
H 3.88312 -1.72519 -3.07340
H -0.28902 0.14954 1.69010
H 2.36725 -2.09542 -3.39406
H -2.35431 -0.00137 -0.23343
```

Calculated values
Molar mass in g mol⁻¹: 105.2
E_HOMO (alpha / beta) in hartree: -0.436 / -0.434
E_LUMO (alpha / beta) in eV: -3.922 / -3.945
E_tot in eV: -9270.9833
HOMO-LUMO gap (alpha / beta) in eV: 7.9 / 7.9
Charge: +1


# 3
The following is a DFT calculation (ωB97M-V with the def2-TZVPD basis set) of a 2-piece molecular cluster, C3H13N4O overall.

```
21
Properties=species:S:1:pos:R:3
C 1.41466 1.10265 -0.35414
C -0.19783 -2.36600 -0.44247
C -0.04642 1.50731 -0.04321
N -0.28463 -1.84840 0.67932
N -0.01418 -3.65081 -0.60593
N -0.57953 0.76686 1.09852
N -0.27248 2.94806 0.33658
O -0.71186 1.20005 -1.18591
H 1.95340 1.89955 0.05789
H 1.62123 0.12795 0.03309
H 1.36979 1.11658 -1.41213
H 0.01234 -1.69497 -1.30642
H -0.41393 -0.70935 0.87643
H -0.28183 -2.46551 1.48241
H -0.32753 -4.27071 0.14752
H 0.09523 -4.07510 -1.57428
H -1.61711 0.87324 1.01616
H -0.33948 1.25305 1.94978
H 0.50964 3.31413 0.77149
H -0.34638 3.50179 -0.52369
H -1.54310 1.46963 -1.00101
```

Calculated values
Molar mass in g mol⁻¹: 121.2
E_HOMO in hartree: -0.497
E_LUMO in eV: -2.661
E_tot in eV: -11323.3619
HOMO-LUMO gap in eV: 10.9
Charge: +1


# 4
The following is a DFT calculation (ωB97M-V with the def2-TZVPD basis set) of a 3-piece molecular cluster, C3H13NO2 overall.

```
19
Properties=species:S:1:pos:R:3
C 0.53274 0.05446 -1.68127
C 0.59938 0.46904 -0.19026
N 0.62507 -0.67622 0.73951
C 1.74925 -0.68146 1.67221
H 1.48495 0.35978 -2.12451
H -0.23955 0.49688 -2.30228
H 0.62490 -1.01948 -1.86243
H -0.23243 1.12285 0.07069
H 1.50909 1.05526 -0.11482
H 0.67126 -1.50928 0.17833
H 1.39063 -0.82693 2.69667
H 2.49118 -1.43960 1.45614
H 2.29140 0.25796 1.69980
O -2.51126 1.37888 -1.38709
H -2.61909 0.41809 -1.28269
H -1.88165 1.49499 -0.65638
O -2.33138 -0.60791 0.96518
H -1.36637 -0.58729 1.13806
H -2.78812 0.23998 0.98515
```

Calculated values
Molar mass in g mol⁻¹: 95.1
E_HOMO in hartree: -0.351
E_LUMO in eV: 0.832
E_tot in eV: -8906.2210
HOMO-LUMO gap in eV: 10.4
Structure (SMILES): CCNC.O.O


# 5
The following is a DFT calculation (ωB97M-V with the def2-TZVPD basis set) of a 3-piece molecular cluster, C3H13NO2 overall.

```
19
Properties=species:S:1:pos:R:3
C -0.90914 -0.08271 0.80508
N -0.84648 0.74719 -0.38489
C -2.13629 0.79364 -1.06119
C -0.40286 2.10630 -0.08571
H -1.41600 -1.01126 0.54088
H -1.40452 0.43304 1.63076
H 0.10773 -0.27231 1.16169
H -2.06503 1.41763 -1.95514
H -2.42994 -0.20467 -1.41297
H -2.94081 1.15133 -0.39831
H -0.04613 2.57094 -1.00120
H 0.45193 2.06149 0.57675
H -1.17727 2.69616 0.41466
O 3.46249 -2.02250 1.65186
H 3.45173 -1.76510 0.72408
H 3.12372 -1.25199 2.12539
O 1.97474 -2.14750 -1.05622
H 2.17802 -3.09632 -1.05117
H 1.02410 -2.12335 -1.22437
```

Calculated values
Molar mass in g mol⁻¹: 95.1
E_HOMO in hartree: -0.318
E_LUMO in eV: 0.723
E_tot in eV: -8906.3408
HOMO-LUMO gap in eV: 9.4
Structure (SMILES): CN(C)C.O.O


# 6
The following is a DFT calculation (ωB97M-V with the def2-TZVPD basis set) of a 3-piece molecular cluster, C3H13NO2S overall.

```
20
Properties=species:S:1:pos:R:3
N 1.23854 -0.11017 1.49144
C 1.71286 -0.82855 0.27906
C 1.56214 0.06397 -0.95228
C 0.13375 0.04713 -1.41843
S -0.34729 1.23981 -2.74688
H 1.39595 0.89069 1.41871
H 1.76669 -0.43214 2.29189
H 2.75147 -1.14207 0.39610
H 1.03763 -1.68137 0.18669
H 1.85595 1.08713 -0.74614
H 2.26805 -0.28288 -1.70825
H -0.56432 0.35511 -0.66267
H -0.22282 -0.92204 -1.76525
H -0.45302 2.32191 -1.97149
O -1.83039 0.21682 2.49029
H -0.91359 0.05759 2.22187
H -2.22467 0.57467 1.69084
O -2.75758 -0.72018 -0.26442
H -3.08717 0.05022 -0.74307
H -3.32218 -0.78566 0.51199
```

Calculated values
Molar mass in g mol⁻¹: 127.2
E_HOMO in hartree: -0.336
E_LUMO in eV: 0.587
E_tot in eV: -19742.0596
HOMO-LUMO gap in eV: 9.7
Structure (SMILES): NCCCS.O.O